{
  "formula": "C33H31Ge2N5Ni",
  "method": "ωB97M-V/def2-TZVPD",
  "species": ["Ni", "C", "C", "C", "C", "N", "C", "N", "C", "N", "C", "N", "C", "C", "C", "C", "C", "N", "C", "C", "C", "C", "C", "C", "H", "H", "H", "H", "H", "H", "H", "H", "H", "H", "H", "H", "C", "Ge", "C", "C", "Ge", "C", "C", "C", "C", "C", "C", "C", "C", "C", "C", "C", "C", "H", "H", "H", "H", "H", "H", "H", "H", "H", "H", "H", "H", "H", "H", "H", "H", "H", "H", "H"],
  "positions_angstrom": [[-1.087, -0.088, -1.351], [-2.431, -4.018, -1.037], [-1.306, -4.811, -1.277], [-0.138, -4.206, -1.664], [-0.062, -2.808, -1.789], [-1.148, -2.045, -1.521], [-2.303, -2.663, -1.175], [1.160, -2.330, -2.221], [1.470, -1.082, -2.295], [0.698, -0.004, -1.960], [1.398, 1.154, -2.154], [0.997, 2.363, -1.949], [-0.297, 2.701, -1.621], [-0.532, 4.074, -1.423], [-1.802, 4.543, -1.224], [-2.871, 3.640, -1.239], [-2.585, 2.313, -1.391], [-1.330, 1.828, -1.553], [2.742, 0.803, -2.663], [3.825, 1.585, -3.006], [4.966, 0.926, -3.456], [5.006, -0.463, -3.555], [3.908, -1.245, -3.209], [2.782, -0.583, -2.764], [-3.382, -4.443, -0.753], [-1.356, -5.886, -1.174], [0.756, -4.768, -1.889], [-3.153, -2.015, -1.006], [0.327, 4.729, -1.459], [-1.978, 5.600, -1.077], [-3.895, 3.965, -1.125], [-3.378, 1.574, -1.404], [3.784, 2.663, -2.926], [5.839, 1.499, -3.735], [5.910, -0.940, -3.910], [3.929, -2.324, -3.284], [1.615, -0.857, 3.574], [1.609, -1.093, 1.629], [3.193, -0.284, 0.822], [1.621, -2.996, 1.185], [-0.485, 0.030, 0.989], [-2.114, -0.873, 1.572], [-3.392, -0.415, 1.242], [-4.524, -1.111, 1.639], [-4.394, -2.282, 2.374], [-3.132, -2.753, 2.708], [-2.001, -2.058, 2.301], [-0.492, 1.887, 1.576], [-1.653, 2.598, 1.882], [-1.583, 3.900, 2.352], [-0.351, 4.519, 2.514], [0.814, 3.827, 2.216], [0.740, 2.522, 1.752], [2.516, -1.331, 3.967], [0.751, -1.330, 4.040], [1.626, 0.195, 3.855], [4.068, -0.804, 1.216], [3.304, 0.776, 1.038], [3.188, -0.419, -0.258], [2.435, -3.459, 1.747], [1.815, -3.142, 0.124], [0.694, -3.503, 1.449], [-3.516, 0.498, 0.669], [-5.507, -0.739, 1.381], [-5.276, -2.825, 2.689], [-3.027, -3.663, 3.284], [-1.025, -2.449, 2.563], [-2.625, 2.131, 1.790], [-2.493, 4.433, 2.601], [-0.299, 5.535, 2.882], [1.778, 4.300, 2.348], [1.661, 1.997, 1.527]],
  "lowdin_charge": [0.438, -0.042, -0.032, -0.006, -0.307, 0.045, -0.123, 0.179, -0.285, 0.053, -0.272, 0.191, -0.301, 0.009, -0.036, -0.050, -0.136, 0.027, -0.114, 0.007, -0.052, -0.052, 0.005, -0.125, 0.115, 0.119, 0.123, 0.107, 0.123, 0.121, 0.115, 0.109, 0.120, 0.110, 0.110, 0.120, -0.231, 0.711, -0.209, -0.226, 0.999, -0.349, -0.144, -0.071, -0.066, -0.065, -0.115, -0.340, -0.110, -0.074, -0.068, -0.067, -0.125, 0.029, 0.017, 0.020, 0.037, 0.016, 0.000, 0.033, 0.000, 0.012, 0.074, 0.111, 0.111, 0.112, 0.075, 0.087, 0.111, 0.110, 0.111, 0.068],
  "fmax_ha_per_bohr": 0.013,
  "total_energy_ev": -196246.165,
  "total_charge": 1,
  "multiplicity": 2,
  "e_above_lowest_kj_mol": 0.0,
  "lumo_energy_ha": [-0.15139, -0.13118],
  "homo_energy_ev": [-10.976, -10.971],
  "s_squared": 0.8884,
  "gap_ev": [6.86, 7.40]
}